(1)
A molecular structure, C5H8N in a non-equilibrium geometry. Source: the OMol25 dataset; level of theory: ωB97M-V with the def2-TZVPD basis set.

Kohn-Sham gap	8.50	eV
energy above the lowest of the compared OMol25 structures with the same formula, charge and spin	5.001	eV

```
! RIJCOSX wB97M-V def2-TZVPD def2/J DEFGRID3
* xyz 1 1
C 1.487 -0.644 0.413
C 1.343 0.671 0.540
C 0.622 -0.926 -0.808
C 0.496 1.015 -0.701
C -0.565 -0.047 -0.709
N -1.354 -0.047 0.688
H 2.074 -1.186 1.119
H 1.676 1.282 1.299
H 0.833 -1.420 -1.650
H 0.733 1.497 -1.524
H -1.091 0.017 -1.645
H -0.543 -0.037 1.288
H -2.106 -0.735 0.486
H -1.827 0.892 0.577
*
```

***

(2)
A gas-phase ion, C5H8N (charge +1) in a non-equilibrium geometry. Source: the OMol25 dataset; level of theory: ωB97M-V with the def2-TZVPD basis set.

Kohn-Sham gap	9.60	eV
energy above the lowest of the compared OMol25 structures with the same formula, charge and spin	4.991	eV
structure (SMILES)	CC=C=C1C[NH2+]1

```
! RIJCOSX wB97M-V def2-TZVPD def2/J DEFGRID3
* xyz 1 1
C -1.633 0.715 0.496
C -0.389 0.829 0.345
C 2.201 0.454 -0.034
C 0.800 0.233 0.205
C -2.216 -0.170 -0.515
N 1.665 -0.865 0.254
H -2.111 1.303 1.291
H 2.429 0.783 -1.059
H 2.931 0.810 0.665
H -3.165 -0.693 -0.179
H -1.443 -1.002 -0.700
H -2.511 0.346 -1.409
H 1.440 -1.528 -0.556
H 2.003 -1.216 1.196
*
```

***

(3)
2 unconnected molecules or ions with the total composition C5H8N in a non-equilibrium geometry. Source: the OMol25 dataset; level of theory: ωB97M-V with the def2-TZVPD basis set.

Kohn-Sham gap (spin up / spin down)	6.21 / 10.28	eV
energy above the lowest of the compared OMol25 structures with the same formula, charge and spin	9.074	eV

```
! RIJCOSX wB97M-V def2-TZVPD def2/J DEFGRID3
* xyz 1 1
C 3.234 1.263 0.174
C 2.472 0.330 -0.182
C -0.656 0.299 0.175
C -1.495 -0.306 -0.886
C -1.163 -1.092 0.324
N -2.587 -0.653 0.147
H 4.317 1.007 0.554
H 3.024 2.380 0.429
H 2.388 -0.644 -0.648
H -0.829 1.141 0.694
H -1.460 -0.413 -1.879
H -0.880 -2.138 0.594
H -2.986 0.177 0.656
H -3.379 -1.351 -0.151
*
```

***

(4)
A gas-phase ion, C5H8N (charge +1) in a non-equilibrium geometry. Source: the OMol25 dataset; level of theory: ωB97M-V with the def2-TZVPD basis set.

Kohn-Sham gap	10.41	eV
energy above the lowest of the compared OMol25 structures with the same formula, charge and spin	4.303	eV
structure (SMILES)	C/C=C1\[C@H]2[NH2+][C@@H]12

```
! RIJCOSX wB97M-V def2-TZVPD def2/J DEFGRID3
* xyz 1 1
C 0.180 0.051 0.482
C 1.295 0.492 -0.017
C -0.719 -0.603 1.520
C -1.281 -0.044 0.256
C 1.317 1.135 -1.340
N -1.323 -1.500 0.575
H 2.250 0.260 0.397
H -0.833 -0.562 2.606
H -2.070 0.580 -0.071
H 1.640 0.451 -2.074
H 2.214 1.934 -1.364
H 0.469 1.635 -1.685
H -0.832 -1.990 -0.107
H -2.306 -1.838 0.824
*
```

***

(5)
2 unconnected molecules or ions with the total composition C5H8N in a non-equilibrium geometry. Source: the OMol25 dataset; level of theory: ωB97M-V with the def2-TZVPD basis set.

Kohn-Sham gap	9.67	eV
energy above the lowest of the compared OMol25 structures with the same formula, charge and spin	7.430	eV

```
! RIJCOSX wB97M-V def2-TZVPD def2/J DEFGRID3
* xyz 1 1
C 0.761 1.626 0.087
C 0.279 0.434 0.439
C -0.350 -1.679 2.830
C -0.547 -1.507 1.554
C 0.367 0.482 -2.255
N -0.113 0.999 -0.935
H 1.299 2.557 0.141
H -1.113 -2.365 3.097
H 0.357 -1.082 3.395
H -1.120 -1.733 0.673
H -0.008 -0.574 -2.421
H -0.122 1.174 -2.981
H 1.437 0.465 -2.454
H -1.127 1.202 -1.169
*
```

***

(6)
2 unconnected molecules or ions with the total composition C5H8N2 in a non-equilibrium geometry. Source: the OMol25 dataset; level of theory: ωB97M-V with the def2-TZVPD basis set.

Kohn-Sham gap (spin up / spin down)	8.78 / 8.51	eV
energy above the lowest of the compared OMol25 structures with the same formula, charge and spin	5.346	eV

```
! RIJCOSX wB97M-V def2-TZVPD def2/J DEFGRID3
* xyz 0 1
C 0.166 -0.404 -1.884
C 0.277 0.812 -1.004
C -0.619 1.116 0.134
C -1.484 0.078 0.656
N -1.969 -0.799 1.236
N 0.827 0.832 0.379
C 0.791 -0.744 1.872
H -0.215 -1.260 -1.323
H -0.498 -0.222 -2.739
H 1.157 -0.647 -2.281
H 0.526 1.715 -1.586
H -1.008 2.131 0.271
H 0.137 0.028 2.171
H 1.498 -0.985 2.694
H 0.415 -1.652 1.405
*
```

***

(7)
A single C5H8N2 molecule in a non-equilibrium geometry. Source: the OMol25 dataset; level of theory: ωB97M-V with the def2-TZVPD basis set.

Kohn-Sham gap	9.58	eV
energy above the lowest of the compared OMol25 structures with the same formula, charge and spin	3.396	eV
structure (SMILES)	C=N[C@]1(C)N=C1C

```
! RIJCOSX wB97M-V def2-TZVPD def2/J DEFGRID3
* xyz 0 1
C -1.072 -0.634 0.201
C 2.319 -0.394 -1.086
C 0.376 -0.155 0.345
C -2.338 -0.358 -0.515
C 0.557 1.115 1.270
N -0.406 -1.309 0.998
N 1.200 -0.693 -0.614
H 2.681 -1.125 -1.792
H 2.997 0.418 -0.876
H -3.070 -1.019 -0.317
H -2.196 -0.615 -1.621
H -2.648 0.662 -0.330
H 0.220 0.717 2.210
H -0.204 1.836 0.923
H 1.584 1.555 1.205
*
```

***

(8)
A single C5H8N2 molecule. Source: the OMol25 dataset; level of theory: ωB97M-V with the def2-TZVPD basis set.

Kohn-Sham gap	8.02	eV
energy above the lowest of the compared OMol25 structures with the same formula, charge and spin	3.916	eV

```
! RIJCOSX wB97M-V def2-TZVPD def2/J DEFGRID3
* xyz 0 1
C -1.781 -0.364 -0.701
N -0.723 0.223 0.090
C 0.513 -0.414 0.572
C 1.183 0.607 1.424
C 1.506 -0.708 -0.565
C 0.332 1.703 1.217
N -0.781 1.439 0.483
H -1.561 -0.306 -1.770
H -2.700 0.182 -0.497
H -1.914 -1.414 -0.429
H 0.216 -1.333 1.087
H 2.068 0.197 -0.810
H 1.001 -1.077 -1.459
H 2.214 -1.460 -0.214
H 0.427 2.724 1.572
*
```

***

(9)
A single C5H8N2 molecule in a non-equilibrium geometry. Source: the OMol25 dataset; level of theory: ωB97M-V with the def2-TZVPD basis set.

Kohn-Sham gap	9.54	eV
energy above the lowest of the compared OMol25 structures with the same formula, charge and spin	1.362	eV
structure (SMILES)	CCc1cnc[nH]1

```
! RIJCOSX wB97M-V def2-TZVPD def2/J DEFGRID3
* xyz 0 1
C 1.605 1.270 -0.825
C 1.283 -0.124 0.020
C -0.159 -0.257 0.203
C -1.203 0.427 -0.379
N -2.389 -0.171 -0.050
C -2.213 -1.140 0.782
N -0.822 -1.277 1.028
H 1.659 1.040 -1.840
H 2.293 1.863 -0.399
H 0.721 2.002 -0.676
H 1.868 -0.964 -0.278
H 1.785 0.112 1.059
H -1.192 1.135 -1.165
H -2.863 -1.880 1.098
H -0.372 -2.038 1.421
*
```

***

(10)
A single C5H8N2 molecule in a non-equilibrium geometry. Source: the OMol25 dataset; level of theory: ωB97M-V with the def2-TZVPD basis set.

Kohn-Sham gap	10.51	eV
energy above the lowest of the compared OMol25 structures with the same formula, charge and spin	1.351	eV
structure (SMILES)	C[C@H]1CN[C@H]1C#N

```
! RIJCOSX wB97M-V def2-TZVPD def2/J DEFGRID3
* xyz 0 1
C 1.386 -0.437 -0.712
C 0.616 0.309 0.365
C -0.308 1.435 -0.153
N -1.490 0.769 0.434
C -0.680 -0.373 0.900
C -0.973 -1.690 0.315
N -1.183 -2.734 -0.139
H 0.722 -0.734 -1.533
H 2.170 0.206 -1.125
H 1.855 -1.346 -0.322
H 1.279 0.613 1.181
H -0.318 1.517 -1.249
H -0.136 2.428 0.277
H -2.219 0.526 -0.228
H -0.721 -0.488 1.990
*
```

***

(11)
A single C5H8N2 molecule in a non-equilibrium geometry. Source: the OMol25 dataset; level of theory: ωB97M-V with the def2-TZVPD basis set.

Kohn-Sham gap (spin up / spin down)	8.08 / 7.89	eV
energy above the lowest of the compared OMol25 structures with the same formula, charge and spin	4.453	eV

```
! RIJCOSX wB97M-V def2-TZVPD def2/J DEFGRID3
* xyz 0 1
C -2.617 -0.664 -0.259
N -1.453 0.157 -0.009
C -0.299 -0.384 -0.094
C 0.930 0.381 -0.008
C 2.263 -0.318 0.027
C 0.787 1.787 0.233
N 0.265 2.870 0.077
H -3.188 -0.219 -1.082
H -3.274 -0.648 0.619
H -2.388 -1.711 -0.515
H -0.163 -1.463 -0.280
H 3.088 0.400 0.050
H 2.380 -0.918 -0.887
H 2.377 -1.008 0.874
H 1.322 1.697 1.245
*
```

***

(12)
A single C5H8N2 molecule in a non-equilibrium geometry. Source: the OMol25 dataset; level of theory: ωB97M-V with the def2-TZVPD basis set.

Kohn-Sham gap	10.63	eV
energy above the lowest of the compared OMol25 structures with the same formula, charge and spin	2.073	eV
structure (SMILES)	CC1(C)N[C@H]1C#N

```
! RIJCOSX wB97M-V def2-TZVPD def2/J DEFGRID3
* xyz 0 1
C 0.663 -1.395 0.619
C 0.200 -0.157 -0.102
C 1.102 0.334 -1.222
N -1.147 0.003 -0.613
C -0.631 0.974 0.416
C -1.701 1.185 1.360
N -2.735 1.530 1.752
H 1.716 -1.287 0.900
H 0.593 -2.249 -0.065
H 0.084 -1.615 1.520
H 1.124 -0.439 -1.995
H 0.639 1.214 -1.680
H 2.118 0.579 -0.906
H -1.766 -0.625 -0.090
H -0.257 1.949 0.106
*
```